(1)
Formula: C4H8Br2O
Source: OMol25
Level of theory: ωB97M-V with the def2-TZVPD basis set

The LUMO energy is -1.24 eV. The calculation puts the frontier orbital gap at 8.102 eV. Its highest occupied orbital energy is -9.3 eV. For the molar mass, the calculation gives 231.915 g mol⁻¹.

ORCA input file:
```
! RIJCOSX wB97M-V def2-TZVPD def2/J DEFGRID3
* xyz 0 1
C -1.9658 0.4931 -1.6167
C 2.4063 -0.3999 0.6479
C -1.2774 0.1149 -0.3117
C 1.0866 -0.3275 1.3185
O -0.0852 -0.4176 -0.4923
Br -1.3957 1.9744 0.8603
Br 0.7395 -1.8323 2.2585
H -3.0249 0.7350 -1.5878
H -1.8463 -0.4974 -2.0877
H -1.4579 1.3753 -2.0400
H 2.3359 0.2828 -0.2913
H 2.5928 -1.3933 0.2288
H 3.2464 -0.1562 1.2618
H -2.0584 -0.4610 0.1193
H 0.7039 0.5096 1.7323
*
```


(2)
Formula: C4H8Br2O
Source: OMol25
Level of theory: ωB97M-V with the def2-TZVPD basis set

The LUMO energy is 0.03 eV. The calculation puts the frontier orbital gap at 9.319 eV. Its highest occupied orbital energy is -9.3 eV. For the molar mass, the calculation gives 231.915 g mol⁻¹.

ORCA input file:
```
! RIJCOSX wB97M-V def2-TZVPD def2/J DEFGRID3
* xyz 0 1
C -0.3105 -0.2257 2.5512
C 0.5234 -0.3121 -2.4043
C -0.3691 -0.5542 0.9661
C 0.1949 0.8743 -1.4966
O 0.6474 0.1578 0.3518
Br 1.5609 2.1381 -1.3682
Br -1.6350 1.4071 -1.3954
H -1.2194 0.1482 3.0828
H 0.0903 -0.9673 3.2220
H 0.3731 0.6860 2.7218
H -0.2586 -1.1238 -2.1167
H 0.3920 0.1800 -3.3281
H 1.5304 -0.5382 -2.1165
H -1.3746 -0.2623 0.5537
H -0.1451 -1.6080 0.7763
*
```


Most stable structure: (1)


(1)
Formula: C2H5PSi
Source: OMol25
Level of theory: ωB97M-V with the def2-TZVPD basis set

The LUMO energy is -0.71 eV. The calculation puts the frontier orbital gap at 7.854 eV. Its highest occupied orbital energy is -8.6 eV. The SMILES is [SiH2]=P.C#C. For the molar mass, the calculation gives 88.122 g mol⁻¹.

ORCA input file:
```
! RIJCOSX wB97M-V def2-TZVPD def2/J DEFGRID3
* xyz 0 1
Si 2.4160 -0.7784 0.0286
P 1.6719 1.2536 -0.0156
H 1.8452 -1.8090 0.9563
H 3.8161 -1.2534 -0.4175
H 2.7464 1.6300 -0.6217
C -3.1347 -0.3651 0.0925
C -3.1105 0.8495 -0.0546
H -3.1358 -1.4177 0.2430
H -3.1145 1.8906 -0.2110
*
```


(2)
Formula: C2H5PSi
Source: OMol25
Level of theory: ωB97M-V with the def2-TZVPD basis set

The LUMO energy is -0.08 eV. The calculation puts the frontier orbital gap at 8.713 eV. Its highest occupied orbital energy is -8.8 eV. For the molar mass, the calculation gives 88.122 g mol⁻¹.

ORCA input file:
```
! RIJCOSX wB97M-V def2-TZVPD def2/J DEFGRID3
* xyz 0 1
C 0.7538 0.1359 0.1116
C -0.5763 -0.4329 0.2875
Si -0.2240 -0.0708 -1.5047
P -0.3661 1.1828 1.0907
H 1.7593 -0.1661 0.5569
H -0.7051 -1.3120 0.7638
H -0.9145 1.2331 -1.7834
H 0.0773 -1.0584 -2.5462
H 0.1956 0.4885 3.0237
*
```


Most stable structure: (1)


(1)
Formula: C3H9N3S
Source: OMol25
Level of theory: ωB97M-V with the def2-TZVPD basis set

The LUMO energy is 0.72 eV. The calculation puts the frontier orbital gap at 8.791 eV. Its highest occupied orbital energy is -8.1 eV. The SMILES is C/N=C(\NC)NS. For the molar mass, the calculation gives 119.193 g mol⁻¹.

ORCA input file:
```
! RIJCOSX wB97M-V def2-TZVPD def2/J DEFGRID3
* xyz 0 1
C -0.7816 2.2581 0.0100
N 0.5065 1.4688 0.0746
C 0.4114 0.1827 -0.0153
N -0.6797 -0.7487 -0.0979
C -0.7785 -2.1637 0.1104
N 1.5381 -0.6972 -0.1141
S 3.1284 -0.0058 0.0855
H -1.1787 1.9187 -0.9323
H -1.7712 2.1989 0.7506
H -0.5105 3.3154 0.0037
H -1.5415 -0.1463 0.3626
H -1.8221 -2.6854 -0.0855
H -0.4602 -2.3698 1.1560
H 0.0558 -2.6391 -0.4804
H 1.3613 -1.4363 -0.7407
H 2.5222 1.5496 -0.0871
*
```


(2)
Formula: C3H9N3S
Source: OMol25
Level of theory: ωB97M-V with the def2-TZVPD basis set

The LUMO energy is 0.53 eV. The calculation puts the frontier orbital gap at 8.940 eV. Its highest occupied orbital energy is -8.4 eV. For the molar mass, the calculation gives 119.193 g mol⁻¹.

ORCA input file:
```
! RIJCOSX wB97M-V def2-TZVPD def2/J DEFGRID3
* xyz 0 1
C -0.0744 0.9375 1.9863
C 1.8093 1.7967 0.4973
C -0.3792 -0.8580 -0.4892
H 0.6457 1.0595 2.7890
H -0.6286 1.9661 2.0329
H -0.5651 -0.0160 2.2518
H 2.1094 2.8738 1.5464
H 2.7103 1.0236 0.0574
H 1.0008 2.2728 -0.6145
H -0.3907 1.1911 -0.4322
H -0.1730 -2.6740 0.3903
H 0.6912 -1.1851 1.0829
N 0.9934 0.6651 0.9325
N 0.3586 0.3946 -0.3066
N 0.1387 -1.7980 0.3538
S -1.4980 -0.7875 -1.7456
*
```


(3)
Formula: C3H9N3S
Source: OMol25
Level of theory: ωB97M-V with the def2-TZVPD basis set

The LUMO energy is 0.82 eV. The calculation puts the frontier orbital gap at 9.255 eV. Its highest occupied orbital energy is -8.4 eV. The SMILES is CN/N=C(/C)NS. For the molar mass, the calculation gives 119.193 g mol⁻¹.

ORCA input file:
```
! RIJCOSX wB97M-V def2-TZVPD def2/J DEFGRID3
* xyz 0 1
C 0.1767 2.6846 0.8588
N 0.0936 2.0352 -0.4520
N -1.0299 1.1318 -0.4390
C -0.7123 -0.0781 -0.1906
C -1.7760 -1.1332 -0.1399
N 0.6214 -0.4538 0.0509
S 1.1985 -2.0603 -0.0252
H 0.4908 1.9495 1.6092
H 0.9462 3.4373 0.8312
H -0.7961 3.1328 1.0924
H -0.1559 2.7498 -1.1506
H -1.6198 -1.8831 -0.9264
H -2.7673 -0.6101 -0.2715
H -1.8028 -1.6560 0.8154
H 1.2508 0.2740 -0.2006
H 1.3532 -2.2611 1.3152
*
```


Most stable structure: (3)


(1)
Formula: C2H3IO2
Source: OMol25
Level of theory: ωB97M-V with the def2-TZVPD basis set

The LUMO energy is 0.75 eV. The calculation puts the frontier orbital gap at 8.561 eV. Its highest occupied orbital energy is -7.8 eV. For the molar mass, the calculation gives 185.948 g mol⁻¹.

ORCA input file:
```
! RIJCOSX wB97M-V def2-TZVPD def2/J DEFGRID3
* xyz 0 1
C 0.7512 -1.5130 -0.4844
C 0.7727 0.3807 -0.7522
O 0.7781 -0.7002 -1.5430
O 0.6101 -0.3627 0.3479
I -2.4265 1.9618 1.2625
H 0.1408 -2.4762 -0.3665
H -1.6461 1.2341 2.3146
H 1.0196 1.4756 -0.7790
*
```


(2)
Formula: C2H3IO2
Source: OMol25
Level of theory: ωB97M-V with the def2-TZVPD basis set

The LUMO energy (alpha / beta) is 0.45 / 0.45 eV. The calculation puts the frontier orbital gap (alpha / beta) at 8.336 / 8.337 eV. Its highest occupied orbital energy (alpha / beta) is -7.9 / -7.9 eV. The SMILES is O1[C@H]2O[C@@H]12.I. For the molar mass, the calculation gives 185.948 g mol⁻¹.

ORCA input file:
```
! RIJCOSX wB97M-V def2-TZVPD def2/J DEFGRID3
* xyz 0 1
O -1.5638 -0.8314 -0.0297
C -1.6769 0.4948 -0.0600
O -0.3092 0.6743 0.2094
C -0.2415 -0.6535 0.3384
H -2.5357 1.2594 0.0378
H 0.6621 -1.2334 -0.0883
I 3.7999 0.0028 0.0267
H 2.5989 0.8644 -0.7129
*
```


Most stable structure: (2)


(1)
Formula: C3H10S2
Source: OMol25
Level of theory: ωB97M-V with the def2-TZVPD basis set

The LUMO energy is 0.74 eV. The calculation puts the frontier orbital gap at 9.866 eV. Its highest occupied orbital energy is -9.1 eV. The SMILES is CCS.CS. For the molar mass, the calculation gives 110.247 g mol⁻¹.

ORCA input file:
```
! RIJCOSX wB97M-V def2-TZVPD def2/J DEFGRID3
* xyz 0 1
C 1.2504 2.7271 0.7297
C 1.5130 1.2231 0.7433
S 2.0717 0.6512 -0.9006
H 0.4594 3.0276 0.0540
H 0.9948 3.0544 1.7399
H 2.1406 3.3128 0.4952
H 0.6113 0.6708 1.0015
H 2.2456 1.0373 1.5258
H 0.9290 0.1025 -1.3277
C -1.8410 -0.6545 -0.1179
S -2.3867 -2.3493 0.2882
H -1.5731 -0.6218 -1.1665
H -1.0479 -0.3733 0.5572
H -2.6926 0.0243 -0.0660
H -2.7963 -2.6548 -0.9477
*
```


(2)
Formula: C3H10S2
Source: OMol25
Level of theory: ωB97M-V with the def2-TZVPD basis set

The LUMO energy is 0.30 eV. The calculation puts the frontier orbital gap at 9.686 eV. Its highest occupied orbital energy is -9.4 eV. The SMILES is CCC.SS. For the molar mass, the calculation gives 110.247 g mol⁻¹.

ORCA input file:
```
! RIJCOSX wB97M-V def2-TZVPD def2/J DEFGRID3
* xyz 0 1
C 0.0921 2.1263 -0.3451
C -0.4784 1.1706 -1.3518
C -1.1456 1.8422 -2.5778
H 0.5151 3.0201 -0.7883
H 0.9001 1.6597 0.2166
H -0.6040 2.4693 0.4297
H -1.2356 0.5196 -0.9018
H 0.3139 0.4856 -1.6875
H -1.6013 1.2212 -3.3387
H -2.0220 2.2919 -2.0745
H -0.5054 2.6381 -2.9404
S 1.4441 -5.9324 4.1653
S 1.7056 -3.9032 4.1866
H 2.0817 -6.2776 3.0165
H 0.5397 -3.3313 3.9910
*
```


Most stable structure: (1)


(1)
Formula: C6H13FN3
Source: OMol25
Level of theory: ωB97M-V with the def2-TZVPD basis set

The LUMO energy is -5.80 eV. The calculation puts the frontier orbital gap at 8.645 eV. Its highest occupied orbital energy is -14.4 eV. The SMILES is C[C@@H](F)CNC1=[NH+]CCN1. For the molar mass, the calculation gives 146.189 g mol⁻¹.

ORCA input file:
```
! RIJCOSX wB97M-V def2-TZVPD def2/J DEFGRID3
* xyz 1 1
C 1.3101 2.0847 2.1102
C 0.6091 0.9329 1.1338
F 0.5666 -0.3142 1.9629
C -0.9296 1.3192 0.6764
N -1.7343 0.0268 0.4253
C -1.2809 -0.7802 -0.5929
N -1.1619 -0.5167 -2.0935
C 0.3360 -0.8208 -2.3069
C 0.7072 -1.9320 -1.1144
N -0.6875 -2.2004 -0.5107
H 1.3065 1.6908 3.2371
H 2.4252 2.2851 1.7789
H 0.6551 3.0491 2.0081
H 1.2401 0.7890 0.1530
H -0.9907 1.9877 -0.2849
H -1.4758 1.8993 1.5342
H -2.5541 -0.2303 1.0526
H -1.5518 -1.3975 -2.5430
H 0.6553 -1.2162 -3.3781
H 0.7994 0.2406 -2.0190
H 1.4121 -1.4735 -0.2959
H 1.0390 -3.0042 -1.4469
H -0.6949 -2.4190 0.5139
*
```


(2)
Formula: C6H13FN3
Source: OMol25
Level of theory: ωB97M-V with the def2-TZVPD basis set

The LUMO energy is -3.36 eV. The calculation puts the frontier orbital gap at 10.863 eV. Its highest occupied orbital energy is -14.2 eV. The SMILES is CC(C)[C@@H]1N(/C=N/F)[N@H+]1C. For the molar mass, the calculation gives 146.189 g mol⁻¹.

ORCA input file:
```
! RIJCOSX wB97M-V def2-TZVPD def2/J DEFGRID3
* xyz 1 1
C 2.0566 0.5541 -0.1151
C 0.7035 0.8831 0.4396
C 0.2460 2.3448 0.0976
C -0.4320 0.1025 -0.2130
N -1.6170 -0.1335 0.4979
C -2.9726 -0.1135 0.2203
N -3.5611 0.9600 -0.1076
F -4.9423 0.7198 -0.2042
N -0.7337 -1.2195 0.3917
C -0.9197 -2.6309 -0.1031
H 2.1073 0.7373 -1.1400
H 2.2492 -0.5129 -0.1553
H 2.7596 1.2463 0.2328
H 0.7820 0.8469 1.4698
H -0.7439 2.5937 0.2492
H 0.3442 2.4125 -0.9121
H 0.8773 2.9542 0.7375
H -0.6167 0.0127 -1.2271
H -3.6500 -0.9471 0.4145
H -0.1049 -1.3930 1.2830
H -1.5237 -2.6603 -1.1137
H 0.0080 -3.0336 -0.3042
H -1.5668 -3.0975 0.5826
*
```


Most stable structure: (1)